No. 1
The following is a DFT calculation (the ωB97M-V functional and the def2-TZVPD basis) of a molecular structure, C32H44AsCoN3O9SSi2.

Values from the calculation:
E_LUMO (alpha / beta) = 4.074 / 4.074 eV
energy above the lowest of the compared OMol25 structures with the same formula, charge and spin = 46.1 kJ/mol
total charge = -2
calculated total energy = -6683.1073 hartree
multiplicity = 4
E_HOMO (alpha / beta) = -1.3 / -1.3 eV
⟨S²⟩ = 3.756

```
93
C32H44AsCoN3O9SSi2 the ωB97M-V functional and the def2-TZVPD basis
As -2.828 -0.688 -1.599
Co 0.157 -0.091 -0.054
S -0.079 -3.412 -0.778
Si -0.388 3.323 -1.134
Si -0.465 1.866 -4.069
O -0.006 1.193 1.584
O 1.278 2.609 5.908
O 0.698 -4.390 -1.515
O -3.725 -0.108 -2.830
O 0.313 -2.014 -1.064
O -1.468 0.153 -1.234
O -0.167 -3.734 0.641
O -3.833 -0.710 -0.117
O -1.444 -1.021 1.409
N 1.940 -1.483 1.414
N 1.657 -1.673 2.723
N 1.772 1.061 -0.814
C -0.870 -0.042 4.866
C 3.720 0.696 -2.714
C -0.168 0.802 5.657
C -0.146 1.071 2.805
C 3.261 -2.589 -0.314
C -0.854 -0.006 3.441
C 2.961 -3.327 2.165
C 0.489 2.034 3.718
C -0.560 0.007 -4.450
C -2.051 -2.257 3.296
C -1.962 2.863 -0.205
C 3.052 0.888 -0.450
C -3.879 -3.051 -2.430
C -4.235 -4.384 -2.516
C 2.737 -2.465 1.066
C -2.263 2.412 -4.158
C 4.060 0.733 -1.343
C 2.111 3.599 5.345
C -1.445 -1.012 2.616
C 2.023 -3.241 4.618
C 0.373 2.206 -2.443
C 2.465 1.030 -3.106
C -2.676 -2.643 -1.846
C 0.441 2.651 -5.569
C -3.397 -5.332 -1.966
C 2.230 -2.794 3.209
C 0.863 3.925 0.147
C 1.501 1.455 -2.116
C 0.560 1.858 5.048
C -1.781 -3.620 -1.402
C -0.916 4.970 -1.951
C -2.175 -4.962 -1.456
H 0.367 4.654 0.823
H 1.187 -3.932 4.664
H -2.689 1.863 -5.002
H 3.261 0.787 0.618
H -1.524 -5.766 -1.138
H 5.091 0.615 -1.006
H -0.049 2.458 -6.506
H -2.025 -2.326 4.379
H 2.266 1.029 -4.163
H 1.759 -2.385 5.256
H -1.413 -0.824 5.371
H -1.893 1.963 0.403
H -0.302 -0.139 -5.502
H 2.705 -1.927 -0.971
H -2.793 2.728 -0.898
H -0.135 5.363 -2.631
H -5.169 -4.672 -2.977
H -3.206 -0.785 0.628
H -3.636 -6.399 -2.000
H 0.977 2.812 3.171
H -0.153 0.702 6.727
H -1.828 4.910 -2.556
H 1.273 3.075 0.724
H 0.153 -0.591 -3.846
H -2.418 3.468 -4.409
H 4.463 0.438 -3.453
H 1.462 2.253 -5.631
H 3.551 -4.226 2.168
H 0.556 3.725 -5.409
H -1.568 -0.402 -4.276
H -1.066 5.707 -1.161
H 1.555 4.312 4.722
H 1.013 -1.060 3.157
H 2.893 3.142 4.744
H 2.917 -3.726 5.009
H -4.522 -2.280 -2.832
H -1.498 -3.092 2.833
H -2.210 3.732 0.433
H -2.848 2.150 -3.268
H -3.096 -2.316 2.976
H 3.158 -3.619 -0.674
H 1.683 4.398 -0.370
H 2.554 4.111 6.183
H 4.316 -2.281 -0.344
```

Atom charges from the Mulliken analysis, given in e for atoms 1 to 4: 0.1731 2.3765 1.2659 0.3211

---

No. 2
The following is a DFT calculation (the ωB97M-V functional and the def2-TZVPD basis) of 9 unconnected molecules or ions with the total composition C32H44BN8.

Values from the calculation:
E_LUMO = 2.549 eV
energy above the lowest of the compared OMol25 structures with the same formula, charge and spin = 1880.7 kJ/mol
total charge = -1
calculated total energy = -1707.9511 hartree
E_HOMO = -4.8 eV

```
85
C32H44BN8 the ωB97M-V functional and the def2-TZVPD basis
N 3.075 2.552 -0.467
N -1.760 0.796 4.872
N -0.982 4.034 -2.078
N 0.426 -3.231 2.534
N 2.314 -1.598 1.051
N -1.914 -2.497 -2.329
N 5.001 -0.264 -3.782
N -5.426 0.274 1.022
C -2.791 -2.994 -1.364
C 3.737 -2.804 2.487
C -6.535 -1.724 1.785
C -1.060 -4.733 3.352
C -5.070 -2.064 1.465
C -1.724 2.128 5.298
C 3.782 -0.334 -5.892
C -1.886 -3.661 2.633
C -1.776 -3.234 -3.355
C -0.941 6.465 -2.230
C -0.830 -2.856 2.073
C -4.440 -0.699 1.000
C -0.196 5.196 -1.860
C 3.965 2.215 0.523
C 3.428 -1.486 3.101
C -6.613 -0.204 1.520
C 0.354 -4.487 3.195
C -2.212 4.395 -2.717
C 3.127 -2.745 1.097
C 4.970 3.910 -0.778
C -2.913 -4.427 -3.156
C -0.494 1.977 3.154
C -3.724 -4.108 -1.956
C -2.068 5.911 -3.021
C 2.407 -0.728 2.188
C -1.260 0.695 3.550
C 5.064 3.224 0.535
C 5.173 -0.437 -5.176
C 2.846 0.040 -4.852
C 3.672 3.365 -1.395
C -0.881 3.020 4.313
C 3.637 0.032 -3.477
B 0.064 0.489 -1.207
H -1.352 -5.523 3.995
H 6.165 -0.765 -5.800
H 0.399 1.287 -0.435
H -7.408 0.469 1.650
H 5.772 -0.101 -3.034
H -3.503 -0.377 0.711
H -2.885 6.395 -3.582
H -2.951 3.723 -2.735
H 1.950 0.022 2.484
H -2.022 0.049 5.443
H 1.579 -1.296 0.205
H -1.199 -3.103 -4.108
H -0.656 4.077 4.382
H 1.339 -4.967 3.624
H 3.767 1.521 1.281
H -0.565 3.154 -1.968
H 2.211 2.089 -0.716
H 3.527 -0.551 -6.963
H 0.683 5.219 -1.382
H 5.795 4.532 -1.132
H 3.901 -1.047 3.886
H 0.184 2.025 2.353
H -0.235 0.849 -2.417
H -5.310 1.302 0.480
H 1.349 -2.837 2.200
H -7.440 -2.114 2.235
H -3.012 -2.516 -0.438
H 4.502 -3.623 2.978
H -1.348 -1.631 -2.183
H -2.914 -3.755 2.525
H 3.127 -3.373 0.287
H 5.782 3.406 1.466
H 3.382 0.296 -2.480
H -1.354 -0.399 3.249
H -4.661 -2.983 1.737
H -0.437 7.423 -2.217
H -0.899 -0.090 -0.747
H 1.810 -0.070 -5.065
H 3.225 3.584 -2.318
H -1.106 -2.105 1.278
H -2.169 2.530 6.238
H 1.024 -0.208 -1.276
H -3.231 -5.177 -3.792
H -4.362 -4.744 -1.558
```

Atom charges from the Mulliken analysis, given in e for atoms 1 to 4: 0.2134 -0.0896 0.0603 -0.0849

---

No. 3
The following is a DFT calculation (the ωB97M-V functional and the def2-TZVPD basis) of a molecular structure, C32H44Cl2NO2P3Re.

Values from the calculation:
E_LUMO (alpha / beta) = -5.020 / -7.227 eV
energy above the lowest of the compared OMol25 structures with the same formula, charge and spin = 0.0 kJ/mol
total charge = +2
calculated total energy = -3473.1185 hartree
multiplicity = 4
E_HOMO (alpha / beta) = -12.0 / -13.1 eV
⟨S²⟩ = 3.791

```
85
C32H44Cl2NO2P3Re the ωB97M-V functional and the def2-TZVPD basis
Re 0.018 0.078 -0.055
Cl 0.858 -0.789 2.076
Cl -1.400 -2.044 -0.240
P -1.840 1.532 -5.376
P 2.157 4.382 -0.317
P -1.963 0.968 0.808
O 1.475 2.653 -2.967
O 1.582 -0.942 -0.979
N 2.935 -2.723 -0.970
C -3.165 0.466 -5.092
C -2.775 3.427 -3.430
C 1.104 1.885 0.309
C 1.172 2.910 -0.597
C -0.266 0.857 -5.760
C 1.789 0.415 -7.561
C -1.868 3.019 -4.446
C -3.251 -0.944 -4.940
C -5.406 -0.812 -6.064
C -4.268 1.239 -5.562
C -0.170 1.431 -1.637
C 2.014 0.212 -6.193
C 0.984 0.426 -5.252
C 0.477 2.697 -1.937
C 2.560 4.489 1.426
C -4.386 -1.574 -5.472
C -1.092 5.318 -4.669
C -2.022 5.730 -3.706
C -0.494 1.007 -7.154
C 1.781 -2.151 -0.657
C 0.534 0.811 -8.056
C -1.808 2.614 1.538
C -2.538 -0.080 2.176
C 1.164 5.793 -0.835
C -5.358 0.589 -6.107
C -0.814 0.272 -1.697
C 3.622 4.259 -1.337
C 3.292 -3.995 -0.370
C -0.973 3.975 -4.986
C -2.843 4.781 -3.078
C 3.909 -1.972 -1.752
C -3.462 1.118 -0.224
H -2.556 -1.123 1.843
H 0.245 5.840 -0.229
H 0.903 5.724 -1.904
H -2.753 2.874 2.021
H 4.786 -2.614 -1.846
H 4.186 -1.033 -1.255
H -0.248 3.638 -5.725
H -3.440 2.041 -0.812
H 1.134 0.207 -4.188
H 1.679 1.911 1.249
H 1.076 2.406 -3.822
H 4.246 3.431 -0.972
H 3.514 -1.740 -2.750
H -6.262 -1.308 -6.510
H 3.167 3.611 1.707
H 3.328 4.067 -2.380
H -4.330 1.142 0.442
H -1.514 1.314 -7.458
H 2.594 0.273 -8.280
H 1.048 -2.739 -0.103
H -1.831 0.015 3.004
H -1.269 -0.156 -2.589
H 4.268 -4.288 -0.760
H -4.475 -2.669 -5.441
H -3.563 5.133 -2.323
H -4.159 2.329 -5.576
H -1.566 3.351 0.768
H 3.009 -0.121 -5.855
H -3.543 0.257 2.448
H 1.627 4.525 2.017
H -0.295 3.467 -2.152
H -2.114 6.796 -3.471
H -3.557 0.266 -0.904
H 3.330 -3.900 0.727
H 2.531 -4.747 -0.622
H 0.326 0.972 -9.112
H -3.425 2.702 -2.934
H -1.002 2.594 2.275
H -0.462 6.043 -5.188
H 1.748 6.711 -0.661
H 4.189 5.198 -1.264
H -6.144 1.193 -6.561
H -2.446 -1.497 -4.436
H 3.140 5.417 1.575
```

Atom charges from the Mulliken analysis, given in e for atoms 1 to 4: 1.3803 -0.4828 -0.4422 0.1011